Entry 1:
{
  "formula": "C5H36B4CrO5",
  "method": "the ωB97M-V functional and the def2-TZVPD basis",
  "total_charge": -1,
  "mol_weight_g_mol": 271.58,
  "orbital_gap_ev": [8.14, 9.82],
  "multiplicity": 4,
  "e_tot_ev": -47126.8106,
  "largest_force_ev_per_a": 2.437,
  "de_lowest_kcal_mol": 0.0,
  "species": ["Cr", "B", "H", "H", "H", "H", "B", "H", "H", "H", "H", "B", "H", "H", "H", "H", "B", "H", "H", "H", "H", "C", "O", "H", "H", "H", "H", "C", "O", "H", "H", "H", "H", "C", "O", "H", "H", "H", "H", "C", "O", "H", "H", "H", "H", "C", "O", "H", "H", "H", "H"],
  "positions_angstrom": [[0.31822, 0.57905, -2.42970], [2.32609, 1.12430, -2.48489], [1.71423, 1.91552, -1.88878], [2.20794, 0.09967, -1.96121], [1.87125, 1.11162, -3.55908], [3.44679, 1.48321, -2.55284], [-0.88886, 2.31536, -2.95713], [-1.56934, 1.37656, -3.21782], [-1.41603, 3.30611, -3.30971], [-0.65690, 2.20322, -1.82811], [0.08906, 2.23042, -3.57616], [-0.02311, -1.16798, -3.64004], [0.92165, -1.34520, -2.98546], [-0.19440, -2.09868, -4.34237], [-0.93187, -0.99235, -2.94115], [0.10594, -0.24983, -4.33390], [-0.30877, 0.00677, -0.44599], [0.42489, 0.89281, -0.32165], [0.26576, -0.83337, -0.99856], [-0.71721, -0.34953, 0.60454], [-1.19385, 0.33534, -1.12936], [-0.54667, 3.71601, 2.14925], [-0.14068, 3.18706, 0.91795], [-1.52583, 3.33403, 2.45742], [0.15054, 3.62398, 2.98996], [-0.71995, 4.78988, 2.03420], [0.07964, 2.25459, 1.02459], [-1.35990, -3.87827, 1.45536], [-1.96347, -2.68270, 0.97931], [-0.38408, -3.67461, 1.91498], [-1.96293, -4.26719, 2.27794], [-1.20241, -4.60750, 0.65804], [-1.23328, -2.07462, 0.79660], [2.17658, -2.73343, -0.16563], [3.16558, -1.82558, 0.33002], [2.52265, -3.77191, -0.13723], [1.33283, -2.60999, 0.50891], [1.90621, -2.46909, -1.18864], [3.86077, -1.74364, -0.32829], [-3.16669, 1.18926, 2.39226], [-3.90755, 2.22670, 1.78139], [-2.13533, 1.28441, 2.06483], [-3.19489, 1.24682, 3.48598], [-3.50920, 0.19448, 2.09274], [-4.83531, 2.15890, 2.01526], [1.52102, -0.83530, 3.19649], [2.71919, -0.31020, 2.66687], [1.48472, -0.55281, 4.25061], [0.63073, -0.41752, 2.71404], [1.51504, -1.92863, 3.12729], [2.93119, -0.76614, 1.83683]],
  "atomic_forces_ev_per_a": [[-0.649, 0.591, -0.511], [2.354, 0.598, 0.204], [-0.983, 0.922, 0.945], [0.192, -1.379, 0.693], [-0.951, -0.397, -1.347], [0.463, 0.123, -0.132], [-1.221, 0.025, -0.695], [-0.626, -0.572, -0.296], [-0.156, 0.527, 0.099], [0.251, 0.652, 1.502], [1.343, -0.136, -0.916], [-0.194, -1.286, -1.011], [1.211, -0.255, 0.644], [-0.257, -0.432, -0.214], [-1.248, 0.124, 0.830], [0.374, 1.274, -0.899], [-0.143, -0.460, 1.681], [0.862, 1.066, 0.411], [0.811, -1.255, -0.353], [-0.295, -0.169, 0.392], [-1.043, 0.390, -0.982], [-0.799, 0.660, 0.408], [0.335, 0.031, 0.160], [0.093, -0.189, 0.087], [0.234, -0.334, -0.222], [0.200, -0.026, -0.270], [-0.031, -0.012, -0.142], [0.245, 0.471, 0.461], [0.463, -0.322, 0.188], [0.024, 0.017, -0.141], [-0.200, -0.283, -0.298], [-0.218, -0.126, 0.042], [-0.400, 0.245, -0.268], [0.232, 0.264, 0.102], [0.177, -0.344, -0.091], [0.043, 0.051, 0.073], [-0.173, -0.124, -0.234], [-0.243, -0.043, 0.089], [-0.022, 0.155, 0.010], [-0.059, -0.381, 0.110], [0.044, 0.293, -0.105], [-0.008, 0.044, -0.059], [0.018, 0.070, 0.013], [-0.033, 0.027, -0.060], [0.010, -0.154, 0.070], [0.242, 0.112, 0.031], [0.108, 0.101, 0.071], [-0.021, -0.092, 0.007], [0.013, -0.131, -0.124], [-0.204, -0.009, 0.041], [-0.166, 0.075, 0.009]]
}

Entry 2:
{
  "formula": "C44H66O33",
  "method": "the ωB97M-V functional and the def2-TZVPD basis",
  "mol_weight_g_mol": 1122.98,
  "orbital_gap_ev": 9.97,
  "multiplicity": 1,
  "e_tot_ev": -114266.7321,
  "largest_force_ev_per_a": 3.255,
  "de_lowest_kcal_mol": 89.3,
  "species": ["C", "C", "C", "O", "C", "O", "O", "H", "H", "H", "H", "H", "H", "C", "C", "C", "O", "C", "O", "O", "H", "H", "H", "H", "H", "H", "C", "C", "C", "O", "C", "O", "O", "H", "H", "H", "H", "H", "H", "C", "C", "C", "O", "C", "O", "O", "H", "H", "H", "H", "H", "H", "C", "C", "C", "O", "C", "O", "O", "H", "H", "H", "H", "H", "H", "C", "C", "C", "O", "C", "O", "O", "H", "H", "H", "H", "H", "H", "C", "C", "C", "O", "C", "O", "O", "H", "H", "H", "H", "H", "H", "C", "C", "C", "O", "C", "O", "O", "H", "H", "H", "H", "H", "H", "C", "C", "C", "O", "C", "O", "O", "H", "H", "H", "H", "H", "H", "C", "C", "C", "O", "C", "O", "O", "H", "H", "H", "H", "H", "H", "C", "C", "C", "O", "C", "O", "O", "H", "H", "H", "H", "H", "H"],
  "positions_angstrom": [[-7.50866, 5.66231, 26.60474], [-6.25908, 6.23056, 25.95945], [-6.13687, 7.76635, 25.89668], [-5.31401, 7.92661, 27.04834], [-4.72684, 6.80267, 27.38654], [-3.89059, 6.76432, 28.25066], [-5.01635, 5.79334, 26.55170], [-8.40546, 6.23004, 26.35024], [-7.50158, 5.79197, 27.69320], [-7.63494, 4.60151, 26.40293], [-6.33648, 5.95430, 24.90349], [-7.05637, 8.34501, 25.82445], [-5.60292, 8.04896, 24.98470], [-2.00734, 11.22245, 23.99536], [-1.35746, 10.16462, 24.86754], [-1.76781, 8.69372, 24.48720], [-0.51026, 8.06930, 24.40951], [0.50497, 8.96317, 24.33693], [1.63783, 8.68220, 24.11189], [0.02551, 10.20167, 24.41785], [-1.54301, 12.20421, 24.06653], [-3.07407, 11.31448, 24.23243], [-2.06220, 10.98476, 22.92969], [-1.33674, 10.44072, 25.91978], [-2.32808, 8.70250, 23.55218], [-2.30599, 8.27853, 25.33942], [-11.64560, 8.45628, 19.33822], [-11.72761, 9.89892, 19.76691], [-11.27418, 10.16252, 21.16923], [-10.64578, 11.47043, 21.10825], [-10.37350, 11.74268, 19.79294], [-9.82402, 12.69882, 19.36042], [-10.77690, 10.70396, 19.01900], [-11.74596, 8.42646, 18.24986], [-12.49783, 7.95286, 19.79095], [-10.64188, 8.04991, 19.44526], [-12.62735, 10.49496, 19.59027], [-10.44634, 9.50550, 21.44518], [-12.11541, 10.15059, 21.85786], [-5.10791, 11.31515, 21.14590], [-6.33667, 10.66108, 21.79342], [-7.34848, 9.99593, 20.87624], [-7.30609, 8.61181, 21.17535], [-6.40524, 8.39482, 22.14765], [-6.07674, 7.35429, 22.62411], [-5.88318, 9.57496, 22.55550], [-5.29949, 12.18889, 20.52700], [-4.66633, 10.59105, 20.45573], [-4.40600, 11.49332, 21.95704], [-6.89559, 11.29630, 22.48680], [-7.12787, 10.13341, 19.81545], [-8.34143, 10.40688, 21.06830], [-8.83526, 5.66930, 19.89209], [-7.88035, 5.13926, 20.92889], [-8.47230, 5.07384, 22.33629], [-7.82056, 3.98708, 22.97765], [-7.22947, 3.24364, 22.00050], [-6.56889, 2.27392, 22.15783], [-7.54429, 3.75268, 20.78247], [-9.87488, 5.60245, 20.21434], [-8.61677, 5.21662, 18.92942], [-8.65085, 6.74694, 19.90373], [-6.90311, 5.62388, 20.98500], [-9.53063, 4.81856, 22.27292], [-8.21195, 6.03347, 22.78245], [1.04557, 9.48460, 16.90586], [0.76159, 9.68247, 18.39735], [1.26752, 11.02518, 18.91310], [0.30467, 11.37974, 19.89995], [-0.82682, 10.70700, 19.63828], [-1.82495, 10.86351, 20.28190], [-0.65659, 9.83574, 18.64935], [1.92662, 8.86613, 16.75608], [1.13114, 10.44891, 16.40176], [0.20345, 9.05755, 16.35962], [1.10215, 8.83467, 18.99144], [1.16555, 11.86973, 18.22312], [2.31061, 10.96241, 19.21893], [-8.06846, 15.91461, 17.98491], [-7.73297, 15.59488, 19.43881], [-6.91303, 14.30974, 19.79864], [-6.05168, 14.77087, 20.84224], [-5.83869, 16.10333, 20.67592], [-5.02969, 16.78541, 21.20916], [-6.76671, 16.58163, 19.83919], [-8.87273, 15.25389, 17.66263], [-7.17075, 15.90408, 17.37123], [-8.47956, 16.92416, 17.96023], [-8.61164, 15.62126, 20.08456], [-6.33370, 14.00543, 18.92741], [-7.55818, 13.59723, 20.30193], [-2.29164, 14.08249, 19.54734], [-2.37121, 15.53937, 19.09873], [-1.04447, 16.11787, 18.47301], [-1.24564, 15.91874, 17.06598], [-2.58646, 15.92699, 16.85769], [-3.16134, 16.50144, 15.96725], [-3.20644, 15.56964, 17.96341], [-1.54906, 13.88361, 20.32362], [-2.04817, 13.48692, 18.66822], [-3.21102, 13.78955, 20.05524], [-2.76670, 16.19805, 19.87091], [-0.16752, 15.52967, 18.72812], [-1.00152, 17.19105, 18.65636], [-11.14474, 11.10415, 26.70277], [-10.33998, 10.47996, 25.56139], [-10.35732, 11.23004, 24.18466], [-9.03185, 11.63926, 23.99042], [-8.27918, 11.40113, 25.07046], [-7.14976, 11.73344, 25.21580], [-8.99576, 10.69435, 25.97915], [-12.21554, 10.87315, 26.70471], [-11.06981, 12.18624, 26.59617], [-10.86678, 10.78122, 27.70396], [-10.45031, 9.41797, 25.33265], [-11.07470, 12.05278, 24.20080], [-10.73677, 10.51618, 23.46058], [-3.82958, 5.50631, 20.92009], [-2.92709, 5.72046, 22.14754], [-3.55254, 5.30787, 23.47426], [-2.64024, 4.34984, 24.00210], [-1.65179, 4.10344, 23.07795], [-0.75276, 3.36456, 23.29076], [-1.86000, 4.81843, 21.96474], [-3.36213, 5.67779, 19.95334], [-4.70919, 6.15462, 20.95496], [-4.27210, 4.50734, 20.96446], [-2.70710, 6.78856, 22.20675], [-4.54146, 4.89378, 23.27358], [-3.61542, 6.20402, 24.08831], [-2.11753, 7.17189, 16.68993], [-3.48245, 7.83583, 16.72585], [-4.48404, 7.47816, 15.63209], [-5.74208, 7.60508, 16.35451], [-5.46698, 7.54208, 17.66979], [-6.27131, 7.67217, 18.54367], [-4.17159, 7.27420, 17.85150], [-1.63037, 7.56842, 15.79392], [-2.21820, 6.09341, 16.54758], [-1.48087, 7.32086, 17.55707], [-3.27659, 8.89731, 16.89532], [-4.22404, 6.46906, 15.31035], [-4.53125, 8.16781, 14.79517]],
  "atomic_forces_ev_per_a": [[0.083, 0.356, 1.422], [-1.533, 0.018, -2.538], [0.773, -1.570, -0.259], [-1.179, 2.447, 0.067], [3.032, -0.255, 1.158], [-0.782, -0.382, -0.365], [-1.710, 0.413, -0.215], [0.091, -0.127, -0.660], [0.344, -0.175, 0.054], [-0.018, 0.046, -0.153], [0.649, -0.615, 0.114], [-0.114, -0.078, 1.047], [0.413, -0.016, 0.249], [-1.499, 0.141, -0.029], [0.432, 0.555, -2.176], [0.343, 1.917, 1.779], [0.295, -1.021, -0.221], [-0.027, -0.101, -0.919], [0.056, -0.168, 0.255], [0.029, 0.001, 0.779], [0.065, -0.077, 0.317], [0.083, 0.207, 0.433], [0.637, -0.428, 0.057], [-0.353, -0.364, 0.093], [0.122, -0.325, -0.041], [-0.265, -0.332, -0.370], [-0.569, 0.955, -1.220], [0.938, 1.102, -0.477], [0.837, 0.306, 0.146], [-0.629, 0.314, -0.569], [-0.173, -1.143, -0.184], [0.210, 0.422, 0.436], [0.394, 0.158, 0.098], [-0.513, -0.005, 0.036], [0.432, -0.619, 0.070], [-0.151, -0.167, 0.893], [-0.689, -1.038, -0.006], [-0.395, -0.442, 0.240], [0.243, 0.109, 0.247], [-0.504, -0.857, -0.060], [-0.201, 1.003, -0.347], [-0.411, 0.843, -1.077], [-0.025, -0.749, 0.442], [0.432, 1.555, 0.071], [-0.355, -0.610, -0.036], [0.552, -1.542, 0.835], [-0.227, 0.250, 0.462], [0.136, -0.138, 0.184], [0.160, 0.386, -0.230], [0.469, 0.358, -0.128], [0.071, -0.140, 0.041], [-0.066, -0.306, 0.024], [0.543, 0.725, 0.645], [-0.003, -1.054, 1.172], [0.017, 0.765, -0.543], [0.720, 0.105, -0.213], [-0.367, -0.030, -0.526], [0.012, -0.100, 0.376], [0.186, -0.604, -0.521], [-0.044, -0.682, -0.250], [-0.261, 0.225, -0.136], [0.180, -0.012, -0.628], [-0.311, 0.548, -0.369], [-0.118, 0.417, 0.243], [-0.482, -0.227, 0.705], [-0.573, 0.299, -0.043], [-0.205, 0.676, -1.042], [0.031, 0.327, -0.546], [0.495, -0.245, 0.743], [-0.388, 0.282, 1.432], [-0.035, -0.100, -0.577], [-0.104, -0.570, -0.581], [0.047, 0.112, -0.103], [0.493, 0.054, 0.168], [-0.009, -0.523, 0.441], [0.079, 0.087, 0.101], [0.368, -0.574, -0.681], [-0.248, 0.167, 0.733], [-0.413, -0.194, 0.950], [1.140, -0.502, -0.132], [-1.145, 1.087, 0.100], [0.956, 0.275, -0.054], [-1.130, -0.141, -0.136], [0.629, -0.284, 0.275], [-0.298, 0.852, -0.056], [0.276, -0.185, -0.357], [-0.094, -0.288, -0.144], [0.075, 0.044, 0.007], [-0.015, 0.348, 0.017], [-0.004, -0.520, 0.149], [0.088, -0.545, -0.708], [0.285, 0.438, 0.639], [1.665, -0.641, 0.033], [-0.977, -0.909, 0.125], [0.000, -0.152, -0.476], [-0.210, 3.191, -0.237], [0.783, -1.664, -0.231], [-1.960, -0.490, 0.535], [0.309, 0.309, -0.196], [-0.233, -0.288, 0.132], [-0.269, -0.157, -0.563], [-0.117, -0.014, -0.117], [0.122, 0.421, 0.345], [0.478, -0.079, 0.113], [-1.325, -0.322, -0.471], [0.376, 0.845, 0.115], [-1.573, -0.789, 1.348], [-0.083, 0.438, -1.109], [-0.006, -0.593, 0.931], [-0.023, 0.006, -0.246], [1.150, -0.097, -0.114], [0.007, -0.042, -0.568], [0.173, 0.015, 0.280], [0.694, 0.002, -0.206], [-0.306, -0.036, 0.653], [0.404, 0.342, -0.050], [0.643, 0.187, -0.366], [-1.013, 0.122, 0.614], [-1.747, -0.030, -1.621], [0.035, 0.226, -0.562], [-0.001, 0.202, -0.445], [-0.421, 0.070, 1.229], [0.167, -0.192, -0.349], [1.078, 0.384, 0.128], [0.339, -0.072, 0.172], [0.209, 0.302, 0.104], [0.378, -0.217, -0.152], [1.096, -0.190, -0.201], [0.000, -0.270, 0.495], [-0.126, -0.366, 0.513], [-0.260, -0.403, -1.300], [1.362, -0.649, 0.622], [0.375, 0.787, 0.430], [0.434, -0.184, -0.609], [-0.631, -0.395, 0.381], [-0.020, -0.064, -0.182], [0.098, 0.716, 0.675], [0.327, -0.098, 0.127], [-0.072, 0.005, 0.004], [-0.293, 0.408, 0.132], [-0.685, 0.140, -0.072], [-0.741, -0.184, -0.066], [0.085, -0.058, -0.043]]
}